{"formula": "C55H55GeN2OP2SiTc", "method": "ωB97M-V with the def2-TZVPD basis set", "symbols": ["Tc", "C", "P", "C", "C", "C", "C", "C", "C", "C", "C", "C", "C", "C", "C", "C", "C", "C", "C", "C", "P", "C", "C", "C", "C", "C", "C", "C", "C", "C", "C", "C", "C", "N", "H", "H", "H", "H", "H", "H", "H", "H", "H", "H", "H", "H", "H", "H", "H", "H", "H", "H", "H", "H", "H", "H", "H", "H", "H", "H", "C", "C", "C", "N", "H", "H", "H", "H", "H", "C", "Si", "C", "C", "O", "H", "H", "H", "H", "H", "H", "H", "H", "H", "C", "Ge", "C", "C", "C", "C", "C", "C", "C", "C", "C", "C", "C", "C", "C", "C", "C", "C", "C", "C", "H", "H", "H", "H", "H", "H", "H", "H", "H", "H", "H", "H", "H", "H", "H"], "xyz": [[0.128600, -0.461300, -0.094100], [0.745200, -0.021600, 3.055500], [1.743100, -0.756200, 1.686500], [1.978600, -2.485800, 2.184900], [2.631600, -2.773200, 3.381600], [2.798200, -4.086800, 3.779000], [2.323200, -5.120300, 2.985800], [1.649300, -4.835400, 1.808700], [1.472000, -3.522900, 1.410900], [3.404300, -0.006200, 1.730300], [4.294400, -0.379000, 0.723400], [5.612300, 0.039400, 0.756300], [6.061900, 0.834200, 1.799200], [5.177900, 1.223400, 2.792200], [3.853600, 0.814500, 2.763500], [0.019900, 1.136900, 2.457300], [-0.547600, 2.288400, 2.963300], [-1.114600, 2.982800, 1.866600], [-0.879000, 2.216700, 0.752300], [-1.222200, 2.369700, -0.684400], [0.300800, 2.238200, -1.731400], [1.204400, 3.727200, -1.273400], [0.816100, 4.961600, -1.787800], [1.422400, 6.111400, -1.313300], [2.398300, 6.028300, -0.330100], [2.764500, 4.796000, 0.193100], [2.164800, 3.638800, -0.269700], [-0.327500, 2.301400, -3.426800], [-1.451600, 1.527500, -3.706800], [-2.030000, 1.558700, -4.960500], [-1.463600, 2.340600, -5.956000], [-0.306300, 3.059200, -5.702600], [0.264000, 3.049900, -4.440600], [-0.186300, 1.092500, 1.118100], [0.050400, -0.804800, 3.381100], [1.361700, 0.259300, 3.909000], [3.017500, -1.974500, 3.998500], [3.305500, -4.300500, 4.707500], [2.478400, -6.144600, 3.282500], [1.268100, -5.638200, 1.196300], [0.937300, -3.287200, 0.502000], [3.960400, -1.014900, -0.081900], [6.291000, -0.265500, -0.023900], [7.094000, 1.147200, 1.832100], [5.525200, 1.838900, 3.607000], [3.195600, 1.137100, 3.555200], [-0.574900, 2.601300, 3.987600], [-1.643000, 3.913800, 1.912500], [-1.909400, 1.575400, -0.998200], [-1.677800, 3.339400, -0.898300], [0.049100, 5.019100, -2.548000], [1.131900, 7.071800, -1.708500], [2.872100, 6.926200, 0.033900], [3.515900, 4.733200, 0.964200], [2.437500, 2.663600, 0.117300], [-1.876100, 0.896300, -2.938600], [-2.920000, 0.977900, -5.154600], [-1.919000, 2.378900, -6.932600], [0.159400, 3.630800, -6.490600], [1.159600, 3.623100, -4.249200], [-1.935700, -2.781300, -4.289300], [-1.545100, -3.497500, -2.989800], [-0.699800, -2.688700, -2.174400], [-0.052100, -1.997200, -1.518800], [-2.635200, -3.405100, -4.838300], [-1.059400, -2.612900, -4.909700], [-2.409200, -1.823700, -4.081000], [-1.040800, -4.441400, -3.215400], [-2.442200, -3.728900, -2.403500], [-4.045600, -1.734000, 0.268100], [-2.611900, -1.776000, 1.527700], [-2.227400, -3.572100, 2.069900], [-2.980300, -0.663300, 3.033800], [-1.282800, -1.287400, 0.740400], [-4.936100, -2.165700, 0.711200], [-3.810600, -2.305000, -0.627200], [-4.296200, -0.720900, -0.036400], [-3.103000, -3.986300, 2.553000], [-1.396400, -3.623300, 2.767800], [-1.990100, -4.203400, 1.219500], [-3.997500, -0.854600, 3.357100], [-2.896900, 0.396100, 2.810200], [-2.328300, -0.874300, 3.875700], [1.086500, 0.677400, -1.347200], [2.595000, 0.296400, -2.741500], [1.943000, 0.518100, -4.600800], [2.676600, 1.241800, -5.531800], [2.330400, 1.204900, -6.873000], [1.243200, 0.454800, -7.289400], [0.501100, -0.264200, -6.365600], [0.858600, -0.235700, -5.030100], [4.253100, 1.390100, -2.522300], [5.480600, 0.737600, -2.495800], [6.660100, 1.462100, -2.446800], [6.624600, 2.845900, -2.400600], [5.407000, 3.502800, -2.446000], [4.231000, 2.777600, -2.518600], [3.185700, -1.606200, -2.736600], [2.979100, -2.519300, -1.717500], [3.493200, -3.802600, -1.787600], [4.246600, -4.177600, -2.887600], [4.468800, -3.270900, -3.912000], [3.936300, -1.997200, -3.843100], [3.529400, 1.824800, -5.208000], [2.919300, 1.750700, -7.595900], [0.978800, 0.416500, -8.336200], [-0.342700, -0.854500, -6.692700], [0.298800, -0.805500, -4.299200], [5.512800, -0.342200, -2.534800], [7.611000, 0.950400, -2.451500], [7.543500, 3.407700, -2.334900], [5.368900, 4.582400, -2.436800], [3.287400, 3.298500, -2.598200], [2.403100, -2.212100, -0.851100], [3.315600, -4.501400, -0.983200], [4.653100, -5.174400, -2.951200], [5.064700, -3.557800, -4.764800], [4.106100, -1.295100, -4.649000]], "forces_ev_per_a": [[2.14, 1.69, -0.18], [-0.09, 0.08, -0.18], [-0.13, -0.05, 0.67], [-0.13, 0.09, -0.32], [0.05, 0.14, -0.06], [0.04, 0.04, 0.06], [-0.06, 0.07, -0.09], [0.02, -0.15, -0.03], [0.00, 0.23, 0.00], [-0.21, -0.02, -0.38], [-0.05, 0.02, 0.00], [0.00, -0.04, 0.07], [-0.14, -0.03, -0.07], [0.04, 0.03, 0.05], [-0.21, -0.03, 0.00], [0.18, 0.31, 0.82], [0.27, -0.40, -0.09], [0.08, -0.20, -0.24], [-0.25, 0.19, -0.15], [0.18, -0.15, -0.07], [-1.11, 0.74, 0.38], [0.05, -0.53, -0.02], [-0.04, -0.08, -0.07], [0.00, 0.01, -0.01], [0.00, -0.15, 0.01], [0.01, -0.03, 0.08], [-0.13, -0.08, -0.10], [0.18, -0.07, 0.29], [-0.07, 0.05, 0.15], [-0.04, 0.05, 0.04], [-0.02, -0.04, 0.11], [0.02, 0.10, 0.03], [-0.08, 0.03, 0.13], [-0.13, -0.12, -0.46], [0.13, -0.03, -0.02], [0.01, -0.10, -0.02], [0.09, 0.09, 0.07], [0.05, -0.04, 0.06], [-0.01, -0.13, 0.07], [-0.05, -0.09, -0.05], [-0.04, -0.12, -0.10], [0.04, -0.07, -0.09], [0.04, -0.04, -0.06], [0.08, 0.05, 0.03], [0.00, 0.09, 0.09], [-0.09, 0.03, 0.05], [0.06, 0.03, 0.25], [-0.08, 0.24, -0.07], [-0.07, 0.15, -0.07], [0.01, -0.09, -0.03], [-0.03, 0.08, -0.03], [-0.03, 0.10, -0.05], [0.04, 0.10, 0.04], [0.09, 0.02, 0.08], [0.10, 0.01, 0.12], [-0.13, -0.04, 0.01], [-0.05, -0.02, -0.05], [-0.02, -0.01, -0.14], [0.01, 0.08, -0.06], [0.08, 0.04, -0.01], [0.04, 0.03, -0.02], [-0.65, -0.60, -0.65], [0.99, 0.80, 0.84], [-0.63, -1.03, -0.72], [-0.03, -0.01, -0.03], [0.03, 0.01, -0.06], [-0.04, 0.03, 0.00], [0.01, 0.05, 0.14], [0.15, -0.04, 0.02], [0.72, 0.06, 0.57], [-2.27, -1.05, 1.42], [-0.16, 1.03, -0.35], [0.30, -0.48, -0.83], [1.49, 0.72, -1.17], [-0.20, -0.12, 0.09], [0.07, -0.13, -0.11], [0.01, 0.19, 0.00], [-0.25, -0.14, 0.18], [0.12, 0.07, 0.12], [0.04, -0.10, -0.21], [-0.26, -0.07, 0.08], [0.01, 0.18, -0.15], [0.16, -0.11, 0.11], [-0.28, -0.62, 0.26], [0.64, -0.68, -0.49], [0.17, -0.05, 0.62], [0.16, 0.00, 0.18], [0.05, 0.00, -0.13], [0.06, -0.01, -0.12], [0.04, -0.09, 0.06], [0.06, -0.07, 0.05], [-0.84, -0.35, 0.11], [-0.10, -0.16, -0.06], [0.06, 0.01, -0.01], [0.03, -0.03, 0.05], [-0.02, 0.17, 0.00], [-0.17, 0.04, -0.17], [-0.29, 0.75, 0.10], [-0.17, 0.17, 0.17], [0.02, -0.08, 0.07], [-0.06, -0.02, 0.01], [0.10, -0.11, -0.10], [-0.13, 0.16, 0.00], [0.08, 0.04, -0.03], [0.03, 0.05, -0.05], [-0.01, 0.02, -0.07], [-0.09, -0.04, -0.04], [-0.11, -0.10, -0.01], [0.09, -0.08, 0.05], [0.07, -0.08, 0.03], [0.09, 0.07, -0.04], [0.02, 0.08, 0.00], [0.06, 0.12, 0.01], [0.04, -0.20, 0.01], [0.00, -0.07, 0.09], [0.07, -0.11, 0.00], [0.04, -0.04, -0.10], [0.05, -0.01, -0.12]], "lowdin_charge": [1.32, -0.21, 1.07, -0.35, -0.07, -0.05, -0.05, -0.07, -0.13, -0.33, -0.08, -0.05, -0.04, -0.06, -0.07, -0.38, -0.02, -0.02, -0.37, -0.19, 0.97, -0.33, -0.07, -0.04, -0.04, -0.05, -0.09, -0.32, -0.10, -0.06, -0.04, -0.05, -0.08, -0.18, 0.09, 0.09, 0.11, 0.12, 0.12, 0.11, 0.06, 0.07, 0.11, 0.12, 0.12, 0.10, 0.11, 0.11, 0.08, 0.12, 0.11, 0.12, 0.12, 0.12, 0.11, 0.09, 0.12, 0.12, 0.12, 0.11, -0.06, -0.17, -0.11, 0.08, 0.09, 0.07, 0.08, 0.14, 0.13, -0.15, 0.39, -0.14, -0.13, -0.48, 0.04, 0.01, 0.03, 0.04, 0.02, 0.02, 0.04, 0.02, 0.03, -0.47, 1.02, -0.30, -0.11, -0.07, -0.07, -0.08, -0.13, -0.27, -0.12, -0.07, -0.06, -0.06, -0.12, -0.29, -0.17, -0.06, -0.06, -0.06, -0.11, 0.10, 0.11, 0.11, 0.11, 0.08, 0.09, 0.11, 0.11, 0.11, 0.08, 0.03, 0.10, 0.11, 0.11, 0.11], "e_lumo_ev": -7.1, "molar_mass_g_mol": 1020.7, "homo_lumo_gap_ev": 5.45, "de_lowest_kcal_mol": 2.66, "e_tot_ha": -5443.07558, "total_charge": 2}